1.
The following is a DFT calculation (ωB97M-V/def2-TZVPD) of a 2-piece molecular cluster, C17H35F4N2O4P2 overall.

LUMO level: 2.72 eV
gap between HOMO and LUMO: 7.40 eV
E_HOMO: -4.681 eV

```
! RIJCOSX wB97M-V def2-TZVPD def2/J DEFGRID3
* xyz -1 1
C -2.213 -0.354 3.229
C -2.616 -0.993 1.901
O -2.671 -0.012 0.851
P -1.579 -0.139 -0.319
O -1.613 -1.438 -1.027
C 0.001 0.293 0.408
C 0.745 -0.935 0.968
P 2.700 -0.986 1.098
C 4.628 -1.232 1.419
C 5.676 -0.499 0.658
N 6.581 -0.992 -0.110
C 2.801 0.932 1.244
C 2.130 1.447 2.514
C 3.128 1.622 3.649
O 1.538 2.736 2.207
C 3.006 -1.016 -0.865
F 3.905 -2.059 -1.064
F 3.605 0.111 -1.379
C 1.843 -1.378 -1.808
F 2.343 -1.905 -2.982
F 1.174 -0.244 -2.178
O -2.039 1.039 -1.281
C -1.794 2.426 -0.903
C -2.782 3.293 -1.680
H -1.848 0.659 3.054
H -1.418 -0.919 3.722
H -3.060 -0.291 3.916
H -1.965 -1.826 1.628
H -3.625 -1.407 1.977
H 0.539 0.860 -0.348
H -0.239 0.998 1.211
H 0.402 -1.050 2.006
H 0.361 -1.842 0.492
H 2.578 -2.441 0.999
H 2.537 -1.045 2.561
H 4.779 -1.016 2.484
H 4.845 -2.300 1.297
H 5.712 0.592 0.747
H 6.471 -2.007 -0.153
H 3.847 1.241 1.332
H 2.424 1.479 0.381
H 1.350 0.752 2.850
H 2.647 2.070 4.528
H 3.543 0.655 3.940
H 3.939 2.282 3.332
H 1.333 3.165 3.042
H 1.165 -2.131 -1.417
H -0.766 2.652 -1.187
H -1.912 2.522 0.177
H -2.236 3.988 -2.319
H -3.479 3.829 -1.037
H -3.343 2.618 -2.324
C -4.501 -1.685 -2.243
C -4.704 -1.685 -3.753
C -3.991 -0.518 -4.449
C -4.479 0.769 -3.965
N -4.884 1.753 -3.526
H -4.921 -0.785 -1.789
H -4.999 -2.546 -1.794
H -3.446 -1.728 -1.975
H -5.771 -1.641 -3.985
H -4.324 -2.617 -4.176
H -4.143 -0.558 -5.529
H -2.916 -0.563 -4.258
*
```

---

2.
The following is a DFT calculation (ωB97M-V/def2-TZVPD) of a 3-piece molecular cluster, C17H35N2O8 overall at a distorted geometry.

LUMO level: 2.63 eV
gap between HOMO and LUMO: 7.04 eV
E_HOMO: -4.416 eV

```
! RIJCOSX wB97M-V def2-TZVPD def2/J DEFGRID3
* xyz -1 1
C 3.556 5.416 -0.040
C 4.025 4.424 1.071
O 5.088 3.897 0.939
O 3.154 4.236 2.100
C 3.337 2.971 2.798
C 2.747 1.718 2.083
O 3.538 1.330 0.969
N 1.307 1.791 1.763
C 1.021 2.455 0.480
C 0.951 1.482 -0.741
O 0.429 0.413 -0.656
N 1.530 1.806 -2.048
C 1.341 3.231 -2.381
C 2.985 1.537 -2.062
C 2.905 0.524 3.124
O 2.575 -0.626 2.807
O 3.339 0.762 4.300
H 2.463 5.277 -0.209
H 3.693 6.444 0.363
H 4.131 5.276 -0.975
H 2.777 3.067 3.754
H 4.390 2.755 3.058
H 3.190 0.460 0.695
H 0.886 2.402 2.466
H -0.006 2.893 0.577
H 1.690 3.306 0.226
H 1.143 3.406 -3.463
H 2.262 3.829 -2.141
H 0.523 3.719 -1.799
H 3.448 1.656 -3.063
H 3.526 2.237 -1.369
H 3.151 0.525 -1.623
C -5.012 -1.054 -2.436
C -3.927 -0.891 -3.488
O -2.860 -0.060 -3.076
C -2.122 -0.502 -1.939
C -1.438 -1.840 -2.141
H -5.355 -0.079 -2.083
H -5.862 -1.602 -2.847
H -4.647 -1.606 -1.568
H -4.361 -0.413 -4.369
H -3.550 -1.867 -3.814
H -2.764 -0.518 -1.052
H -1.363 0.252 -1.759
H -2.166 -2.652 -2.238
H -0.796 -2.069 -1.290
H -0.834 -1.832 -3.050
C -0.642 -4.478 2.673
C -1.416 -5.500 1.858
O -2.797 -5.564 2.188
C -3.541 -4.377 1.981
C -3.565 -3.919 0.533
H -0.807 -4.634 3.741
H 0.426 -4.554 2.465
H -0.953 -3.458 2.440
H -1.011 -6.493 2.060
H -1.288 -5.322 0.785
H -3.178 -3.579 2.638
H -4.562 -4.599 2.298
H -2.576 -3.600 0.198
H -4.246 -3.075 0.412
H -3.886 -4.731 -0.123
*
```

---

3.
The following is a DFT calculation (ωB97M-V/def2-TZVPD) of C17H36ClF6O4PtSb2Si as an isolated structure.

LUMO level (alpha / beta): -0.54 / -2.91 eV
gap between HOMO and LUMO (alpha / beta): 8.37 / 6.43 eV
E_HOMO (alpha / beta): -8.916 / -9.337 eV
⟨S²⟩: 0.756
ΔE to the lowest compared entry with this formula, charge and spin: 0.000 eV

```
! RIJCOSX wB97M-V def2-TZVPD def2/J DEFGRID3
* xyz 0 2
Pt -0.346 0.651 -2.731
O 1.709 3.361 -1.591
Cl 1.430 2.742 -2.838
O 2.268 3.182 -3.874
O 1.595 1.224 -2.657
O 0.010 2.862 -3.168
F -2.401 2.297 -1.296
Sb -3.697 1.664 -2.539
F -2.753 2.542 -3.899
F -4.781 0.769 -3.767
F -2.346 0.202 -2.855
F -4.434 0.653 -1.140
F -4.850 3.108 -2.286
C -0.878 -4.990 -1.257
Si 0.633 -4.151 -1.969
C 1.104 -4.928 -3.599
C 2.063 -4.258 -0.765
C 0.237 -2.381 -2.250
C -0.024 -1.209 -2.436
H -0.707 -6.063 -1.144
H -1.739 -4.850 -1.913
H -1.136 -4.584 -0.277
H 1.344 -5.987 -3.471
H 1.975 -4.432 -4.030
H 0.285 -4.848 -4.315
H 2.322 -5.300 -0.565
H 1.817 -3.786 0.190
H 2.947 -3.761 -1.168
C -0.051 3.003 3.077
C -0.675 2.912 1.686
C -2.193 2.868 1.813
C -0.245 4.087 0.812
Sb 0.092 1.090 0.699
C 2.231 0.829 1.185
C 2.985 2.150 1.087
C 2.787 -0.156 0.157
C 2.354 0.266 2.600
C -1.001 -0.669 1.443
C -2.323 -0.697 0.691
C -1.226 -0.523 2.947
C -0.206 -1.933 1.147
H -0.435 3.911 3.554
H 1.034 3.085 3.055
H -0.328 2.161 3.713
H -2.508 3.799 2.296
H -2.538 2.049 2.443
H -2.691 2.807 0.851
H -0.594 5.013 1.280
H -0.683 4.029 -0.185
H 0.838 4.151 0.710
H 2.928 2.587 0.094
H 4.040 1.943 1.298
H 2.650 2.887 1.816
H 2.699 0.226 -0.860
H 2.295 -1.128 0.196
H 3.850 -0.311 0.368
H 1.954 0.943 3.356
H 3.421 0.132 2.813
H 1.879 -0.707 2.714
H -2.907 0.211 0.826
H -2.919 -1.536 1.065
H -2.174 -0.851 -0.378
H -1.858 0.329 3.197
H -0.296 -0.448 3.511
H -1.746 -1.423 3.293
H 0.024 -2.028 0.086
H -0.826 -2.791 1.430
H 0.717 -2.000 1.724
*
```

---

4.
The following is a DFT calculation (ωB97M-V/def2-TZVPD) of C17H36CrO14 as an isolated structure at a distorted geometry.

LUMO level (alpha / beta): 0.54 / 0.54 eV
gap between HOMO and LUMO (alpha / beta): 7.41 / 7.88 eV
E_HOMO (alpha / beta): -6.868 / -7.346 eV
⟨S²⟩: 6.006
ΔE to the lowest compared entry with this formula, charge and spin: 2.845 eV

```
! RIJCOSX wB97M-V def2-TZVPD def2/J DEFGRID3
* xyz 0 5
Cr -1.957 -22.171 28.006
C 0.448 -20.117 31.125
C -0.155 -21.536 31.091
O -0.748 -21.884 29.827
H 0.889 -19.949 32.107
H -0.255 -19.318 30.891
H 1.295 -19.900 30.474
H -0.851 -21.706 31.913
H 0.707 -22.150 31.353
C -3.968 -20.735 24.851
C -3.615 -22.212 25.003
C -2.832 -22.693 23.760
O -3.015 -22.574 26.222
H -4.576 -20.342 25.666
H -4.609 -20.580 23.983
H -3.114 -20.058 24.873
H -4.522 -22.786 24.812
H -1.841 -22.254 23.649
H -3.475 -22.556 22.890
H -2.640 -23.766 23.779
C 0.325 -19.196 25.308
O 1.204 -19.972 25.999
C 0.819 -21.047 26.572
O -0.264 -21.550 26.741
O 1.930 -21.488 27.028
C 1.936 -22.608 27.955
H 0.236 -19.540 24.278
H 0.667 -18.161 25.294
H -0.730 -19.243 25.579
H 1.056 -23.251 27.936
H 1.848 -22.031 28.876
H 2.839 -23.191 27.779
C -0.422 -25.525 25.449
O -0.538 -26.117 26.722
C -0.938 -25.421 27.749
O -1.176 -24.250 27.759
O -1.033 -26.204 28.838
C -1.327 -25.670 30.139
H -0.711 -26.274 24.712
H 0.648 -25.388 25.291
H -1.013 -24.612 25.372
H -1.218 -24.605 30.345
H -0.641 -26.169 30.824
H -2.334 -25.952 30.444
C -5.927 -22.012 27.975
O -5.843 -22.321 29.373
C -4.609 -22.715 29.857
O -3.579 -22.912 29.222
O -4.751 -22.891 31.177
C -3.666 -23.199 32.046
H -6.883 -21.493 27.905
H -5.990 -22.857 27.289
H -5.163 -21.292 27.683
H -3.967 -22.800 33.014
H -2.744 -22.737 31.693
H -3.562 -24.277 32.168
C -2.879 -16.816 27.682
O -2.544 -18.229 27.584
C -2.889 -19.075 28.628
O -2.846 -20.281 28.465
O -3.312 -18.400 29.784
C -3.910 -19.130 30.871
H -3.953 -16.632 27.647
H -2.461 -16.230 26.864
H -2.510 -16.343 28.592
H -3.294 -20.016 31.025
H -4.931 -19.430 30.636
H -3.789 -18.462 31.724
*
```

---

5.
The following is a DFT calculation (ωB97M-V/def2-TZVPD) of a 3-piece molecular cluster, C17H36F2NO7PS overall.

LUMO level: 0.66 eV
SMILES: CCOP(=O)(CCN(C[C@H](C)F)S(=O)(=O)F)OCC.C1CCOC1.C1CCOC1
gap between HOMO and LUMO: 9.87 eV
E_HOMO: -9.209 eV

```
! RIJCOSX wB97M-V def2-TZVPD def2/J DEFGRID3
* xyz 0 1
C 4.584 1.448 2.334
C 3.258 1.855 1.699
O 3.052 1.241 0.403
P 2.652 -0.284 0.293
O 2.031 -0.902 1.476
C 1.630 -0.342 -1.203
C 0.172 -0.735 -0.934
N -0.860 0.336 -1.066
C -2.181 -0.190 -0.683
C -2.388 -0.460 0.812
C -3.147 -1.739 1.131
F -3.109 0.629 1.325
S -0.447 1.812 -0.481
O -0.160 1.797 0.911
O 0.412 2.476 -1.392
F -1.844 2.490 -0.634
O 4.037 -0.962 -0.130
C 4.261 -2.361 0.136
C 3.470 -3.259 -0.795
H 4.465 1.266 3.402
H 5.349 2.212 2.195
H 4.952 0.525 1.885
H 2.409 1.589 2.326
H 3.215 2.922 1.494
H 1.703 0.598 -1.742
H 2.078 -1.095 -1.853
H -0.133 -1.481 -1.668
H 0.108 -1.184 0.062
H -2.954 0.498 -1.022
H -2.286 -1.112 -1.256
H -1.424 -0.431 1.323
H -3.560 -2.212 0.239
H -2.502 -2.459 1.632
H -3.974 -1.505 1.800
H 5.332 -2.505 0.010
H 3.994 -2.551 1.177
H 3.557 -2.914 -1.827
H 3.863 -4.276 -0.752
H 2.415 -3.288 -0.518
C -4.409 2.518 4.579
C -5.247 2.533 5.856
C -6.648 2.303 5.301
O -6.488 1.489 4.141
C -5.108 1.434 3.770
H -3.356 2.299 4.748
H -4.480 3.480 4.067
H -4.956 1.707 6.509
H -5.167 3.461 6.421
H -7.118 3.251 5.018
H -7.309 1.788 6.000
H -4.708 0.444 4.015
H -5.027 1.578 2.694
C 2.463 -0.097 -5.998
C 2.176 -1.461 -6.626
C 2.265 -2.377 -5.412
O 1.816 -1.604 -4.296
C 1.747 -0.223 -4.661
H 2.101 0.743 -6.588
H 3.537 0.028 -5.844
H 1.168 -1.482 -7.045
H 2.879 -1.737 -7.410
H 3.297 -2.701 -5.236
H 1.634 -3.263 -5.495
H 0.696 0.075 -4.742
H 2.212 0.372 -3.876
*
```

---

6.
The following is a DFT calculation (ωB97M-V/def2-TZVPD) of a 8-piece molecular cluster, C17H36N4O4S3 overall at a distorted geometry.

LUMO level: -0.03 eV
gap between HOMO and LUMO: 8.45 eV
E_HOMO: -8.477 eV
ΔE to the lowest compared entry with this formula, charge and spin: 0.458 eV

```
! RIJCOSX wB97M-V def2-TZVPD def2/J DEFGRID3
* xyz 0 1
C 2.106 -1.207 -3.390
C 3.544 -1.172 -3.293
N 4.683 -1.167 -3.161
H 1.745 -1.753 -2.512
H 1.811 -1.690 -4.321
H 1.624 -0.232 -3.326
C 5.183 -1.809 0.037
C 5.215 -2.815 1.109
N 5.306 -3.631 1.911
H 6.123 -1.824 -0.512
H 5.055 -0.824 0.478
H 4.393 -2.042 -0.667
C 2.376 3.535 4.092
C 1.735 2.432 3.376
N 1.176 1.568 2.864
H 1.600 4.019 4.684
H 2.768 4.210 3.333
H 3.148 3.166 4.760
C 0.346 0.825 -0.259
C 1.185 -0.336 -0.027
N 1.831 -1.265 0.159
H -0.252 0.875 -1.163
H 0.999 1.699 -0.305
H -0.276 0.919 0.633
C -0.749 2.756 -5.202
S -1.329 2.264 -3.551
O -0.622 3.094 -2.530
C -3.003 2.945 -3.736
H 0.329 2.796 -5.068
H -1.130 3.768 -5.334
H -1.148 2.071 -5.941
H -3.609 2.493 -2.955
H -3.520 2.628 -4.650
H -2.943 4.029 -3.815
C 1.408 -1.966 6.309
S 1.089 -3.033 4.864
O -0.376 -3.421 4.933
C 1.108 -1.645 3.677
H 2.391 -1.503 6.334
H 1.226 -2.493 7.245
H 0.610 -1.220 6.263
H 2.104 -1.199 3.733
H 0.378 -0.892 3.967
H 0.920 -1.981 2.663
C -4.642 2.876 0.910
S -4.064 1.207 1.218
O -5.310 0.356 1.302
C -3.469 0.966 -0.491
H -3.736 3.403 0.598
H -5.076 3.355 1.784
H -5.407 2.854 0.137
H -4.282 1.149 -1.196
H -3.119 -0.041 -0.711
H -2.668 1.691 -0.675
C -0.922 -3.646 -0.581
C -2.036 -2.872 -1.203
O -3.084 -2.705 -0.612
C -1.808 -2.169 -2.505
H -1.066 -4.049 0.417
H -0.045 -2.987 -0.518
H -0.605 -4.483 -1.215
H -1.238 -1.254 -2.301
H -2.758 -1.817 -2.897
H -1.223 -2.806 -3.170
*
```